No. 1
102
Properties=species:S:1:pos:R:3:forces:R:3 method="wB97M-V/def2-TZVPD" homo_energy_ha=-0.0231 lumo_energy_ev=2.951 relative_energy_kcal_mol=38.6 energy_ha=-13685.364192 charge=-2 gap_ev=3.58
C 0.219 -0.466 6.095 0.09 0.01 0.00
C 1.298 3.101 0.529 0.10 0.00 -0.10
H -1.718 5.318 0.517 0.00 0.01 0.00
H 1.632 1.835 -4.731 0.00 0.00 0.00
C -1.770 -0.871 -3.605 -0.05 -0.04 0.05
C -0.717 -3.521 -0.163 -0.20 -0.09 -0.09
C 0.158 -0.549 4.710 -0.08 -0.05 0.00
H -5.946 3.427 -2.215 0.00 -0.03 0.00
N -0.262 2.713 -4.785 -0.03 0.02 -0.08
H -0.978 5.802 -1.704 0.01 0.01 -0.01
H 5.512 2.430 -0.955 0.00 0.01 0.00
C -2.573 0.628 -5.334 0.00 -0.01 -0.01
H 6.175 -2.848 -1.553 -0.02 0.01 -0.01
C 8.169 -0.381 -0.370 -0.02 -0.02 -0.01
O 0.301 1.201 -2.739 0.03 0.30 -0.44
H -4.991 2.856 -3.595 0.01 -0.01 0.00
H 2.785 5.867 -0.730 -0.04 0.01 0.03
N -1.501 0.345 -4.394 -0.05 0.02 -0.10
C 5.697 -0.764 -1.591 0.24 -0.16 0.08
C 6.519 -1.849 -1.314 -0.05 0.01 -0.02
H 8.398 -2.512 -0.535 0.01 0.01 0.01
P -0.764 1.618 -3.651 0.06 -0.18 0.16
N 3.242 0.307 -1.680 0.31 -0.17 -0.27
C -1.124 -0.564 4.110 0.01 0.16 -0.02
H -2.645 -0.774 -2.956 0.00 0.01 0.00
H -1.948 -1.691 -4.301 0.00 -0.02 0.03
C 3.467 -1.926 3.590 -0.02 0.05 -0.03
H 0.919 5.195 0.807 0.02 0.03 -0.03
O -1.960 2.474 -2.972 -0.05 0.15 -0.05
C -2.259 -0.485 4.924 -0.02 0.02 0.00
H 1.940 -2.464 4.991 -0.04 0.02 0.01
C -1.163 -5.690 -1.292 0.17 -0.18 0.04
C 1.721 0.292 2.908 0.20 -0.20 0.04
C 1.055 2.505 -5.365 -0.01 -0.01 0.01
H 4.773 -1.135 2.080 0.00 0.04 -0.02
H -2.297 1.432 -6.015 0.01 0.02 0.01
H 1.207 -0.460 6.545 -0.02 0.01 0.03
C -1.096 3.652 -5.499 -0.04 0.02 -0.02
C -2.159 -0.394 6.305 -0.02 0.00 -0.02
O -2.070 1.721 -0.458 -0.03 0.32 -0.09
C 3.833 -1.007 2.614 0.01 -0.13 0.10
H -2.694 3.882 0.822 -0.02 0.00 -0.01
H -0.806 -0.317 7.984 -0.03 0.00 0.01
H 7.618 1.698 -0.282 0.01 0.00 0.01
C 6.104 0.510 -1.215 -0.11 0.14 -0.02
C 1.536 4.456 0.312 -0.13 0.00 0.12
H 0.516 2.740 1.190 0.00 0.00 0.03
C 7.329 0.701 -0.593 -0.02 -0.01 0.00
C 2.978 0.047 2.310 -0.12 0.25 -0.08
C 2.253 -1.745 4.239 0.12 -0.03 -0.05
C -2.721 -3.889 -1.560 0.02 -0.04 -0.03
C 3.048 2.513 -0.816 0.11 -0.10 -0.10
N 5.233 1.599 -1.455 0.07 -0.09 -0.02
Br 1.250 -5.455 0.297 0.12 -0.07 0.05
C -2.332 -5.222 -1.837 -0.07 0.10 -0.01
Cs -0.058 -0.277 -0.327 1.03 0.59 0.47
P -2.560 2.642 -1.480 -0.04 -0.38 0.02
C -4.720 1.075 -1.546 0.03 0.04 -0.02
H -2.136 -0.941 2.368 0.01 -0.12 0.06
N -1.255 -0.621 2.742 0.03 -0.11 -0.10
C -0.912 -0.384 6.907 0.05 0.00 -0.03
H -3.236 -0.511 4.450 0.00 0.00 0.01
C 1.420 -0.670 3.908 -0.19 0.18 0.02
H -3.510 0.898 -4.827 0.00 -0.01 -0.01
C 7.763 -1.658 -0.730 0.04 0.02 0.02
H -0.929 -1.136 -2.974 0.09 0.08 -0.11
H 1.583 3.461 -5.427 0.00 0.00 -0.01
H 4.176 4.101 -1.768 0.02 -0.05 -0.01
H -4.457 4.266 -2.660 0.00 -0.01 0.03
Br -4.359 -3.183 -2.263 -0.01 0.00 0.00
H 3.313 0.730 1.525 0.03 -0.05 0.00
H -4.033 0.440 -0.987 0.00 0.01 0.01
C 3.852 1.370 -1.361 -0.27 0.14 0.15
H -0.641 4.649 -5.482 0.01 0.00 0.00
N -4.184 2.434 -1.683 -0.09 0.04 0.06
Br -0.578 -7.471 -1.652 -0.03 0.04 0.00
C -0.375 -4.855 -0.470 -0.24 0.20 -0.10
H -3.064 -0.341 6.901 0.01 0.00 0.02
N 2.036 2.161 -0.042 -0.14 -0.02 0.08
H -4.880 0.622 -2.532 -0.01 -0.02 0.01
O -0.014 -2.753 0.558 -0.15 -0.77 0.20
H -2.082 3.719 -5.043 0.01 -0.01 0.01
S 4.144 -0.965 -2.378 -0.24 0.16 0.05
H -0.470 -1.042 2.263 0.00 -0.09 0.10
C -1.807 5.232 -2.135 0.01 -0.02 0.01
H 0.988 2.078 -6.373 0.00 0.00 0.00
Br -3.406 -6.317 -2.962 0.00 -0.01 0.00
C -4.927 3.283 -2.584 0.00 0.07 -0.06
H 4.096 -2.779 3.821 0.00 0.00 0.01
H -1.224 3.364 -6.550 0.01 0.00 0.00
C 2.574 4.824 -0.524 0.11 -0.02 -0.08
C 3.364 3.837 -1.102 -0.10 0.09 0.08
H -1.454 4.770 -3.051 0.00 0.00 0.01
H 9.127 -0.225 0.109 0.00 -0.01 0.00
H -2.614 5.936 -2.378 0.00 0.01 0.00
H -3.456 5.340 0.138 0.00 0.01 0.00
H -2.761 -0.265 -5.931 0.00 -0.01 0.01
N -2.235 4.226 -1.190 -0.11 0.17 -0.02
C -1.986 -3.002 -0.761 0.03 0.00 0.05
C -2.552 4.719 0.141 0.02 -0.02 0.01
O -2.332 -1.792 -0.539 -0.38 -0.23 0.01
H -5.677 1.113 -1.021 -0.01 -0.01 -0.02

***

No. 2
96
Properties=species:S:1:pos:R:3:forces:R:3 method="wB97M-V/def2-TZVPD" homo_energy_ha=-0.0791 lumo_energy_ev=3.999 relative_energy_kcal_mol=3.8 energy_ha=-5183.273937 charge=-2 gap_ev=6.15
H -0.245 0.448 -6.688 0.00 0.00 0.00
H -5.004 0.242 -1.016 0.00 0.00 0.00
H -1.418 2.593 -6.575 0.00 0.00 0.00
Cl 7.724 3.532 4.499 0.04 0.01 0.03
C 5.928 1.729 1.413 0.00 -0.05 -0.06
C -2.555 1.441 -1.470 -0.01 0.00 -0.02
F 0.570 5.796 -0.354 0.00 0.00 0.01
F -0.727 4.583 -1.592 -0.01 0.01 -0.01
C 0.282 -1.401 0.381 0.02 0.00 0.06
C 5.192 3.291 3.548 0.09 -0.06 -0.07
H -1.225 -2.418 -0.696 0.00 0.00 0.00
N 0.531 -0.491 -0.695 0.03 0.00 -0.05
C -0.989 -3.257 1.277 -0.03 0.00 -0.01
H -0.949 -5.788 2.375 0.00 0.00 0.00
C 1.307 3.561 -0.789 0.09 -0.08 0.02
C -2.735 -4.348 -0.198 0.00 0.01 0.00
O 1.894 -0.292 1.704 -0.01 0.02 0.05
H -2.713 1.907 -5.584 0.00 0.00 0.00
C 0.718 -2.143 2.648 0.00 -0.02 0.03
H -0.478 -3.780 3.281 0.00 0.00 0.00
H 1.618 -2.921 5.916 0.00 0.01 0.00
H -3.914 -4.891 2.181 0.00 0.00 0.00
H -2.700 3.751 -0.036 0.00 0.01 0.00
C -0.545 0.223 -5.659 0.00 0.00 0.01
H 0.546 3.227 -4.316 0.00 0.00 0.00
C 4.269 2.809 2.624 -0.02 0.06 0.05
C -0.243 0.423 -2.624 0.01 -0.01 0.07
H 2.306 -2.412 -2.941 0.00 0.01 0.00
C 0.645 2.282 -4.855 0.00 0.00 0.00
H 3.521 -2.047 4.683 0.00 0.00 0.00
H 0.124 -0.517 4.805 0.00 0.00 0.00
O 2.726 -0.250 -1.521 0.00 0.01 0.01
H -1.859 0.480 0.353 0.00 0.00 0.00
C -3.143 -4.114 2.237 0.02 0.01 0.00
Cl 8.582 1.749 2.085 0.05 -0.01 -0.01
H 0.954 2.504 -5.882 0.00 0.00 0.00
C -0.691 -2.380 0.247 -0.02 0.00 0.00
O 0.646 2.807 -0.049 -0.10 0.10 0.03
Cl 4.719 4.280 4.890 -0.03 0.02 0.04
C -3.791 2.032 -0.791 -0.01 0.01 0.00
H 2.044 -2.828 -1.234 0.00 0.00 0.00
C 1.637 -2.289 -2.090 0.01 0.02 0.03
C -3.340 2.956 0.349 -0.01 -0.01 0.01
H -0.016 -2.985 5.248 0.00 0.00 0.00
H -5.535 1.315 0.295 0.00 0.00 0.00
C -1.426 -5.724 1.396 -0.01 0.00 0.00
H -2.717 -4.127 3.241 -0.01 0.00 0.00
H -2.012 -4.529 -0.996 0.00 0.00 0.00
H 1.742 -0.516 5.531 0.00 -0.01 0.00
H -2.760 2.412 1.095 0.00 0.00 0.00
C 6.536 2.960 3.377 -0.09 -0.01 -0.04
H 1.427 1.697 -4.373 0.00 0.01 0.00
H 3.335 -1.430 3.026 0.00 -0.01 0.01
C -2.237 1.695 -2.796 -0.04 -0.01 -0.01
H 0.652 -2.691 -2.335 0.00 0.00 0.00
F 1.118 5.357 -2.400 -0.01 0.00 -0.01
C -4.660 0.903 -0.218 0.00 -0.01 0.00
Cl 2.574 3.237 2.854 0.01 -0.02 -0.02
H -2.185 -6.512 1.333 0.00 0.00 0.00
H 1.239 -4.078 4.635 -0.01 0.00 0.01
H -1.852 3.358 -5.043 0.00 0.00 0.00
H -4.101 0.299 0.498 0.00 0.00 0.00
H 3.197 -3.168 3.348 0.00 0.00 0.00
O 2.492 3.433 -1.137 -0.04 0.00 -0.02
H -5.529 3.234 -1.221 0.00 0.00 0.00
O 0.918 -0.160 -2.987 0.01 0.02 -0.02
C -0.259 -3.106 2.461 0.02 0.00 0.00
H 1.496 0.164 3.909 -0.01 0.00 0.00
C 1.017 -1.232 1.583 -0.02 0.01 -0.04
C -0.530 0.187 -1.278 -0.05 0.00 -0.03
Cl 6.428 0.727 0.055 0.01 0.00 0.00
H -3.618 -3.142 2.088 0.00 0.00 0.01
C 1.579 -0.801 -1.762 -0.02 -0.06 -0.05
C 6.912 2.167 2.296 -0.06 0.04 0.03
C 1.469 -2.007 3.974 0.01 0.00 0.02
H -1.497 -0.315 -5.688 0.00 0.00 0.00
H -4.208 3.404 0.846 0.00 0.00 0.00
H -2.899 2.312 -3.383 0.00 0.00 0.00
C 1.045 -3.065 4.997 0.00 -0.01 -0.01
C 1.191 -0.627 4.591 0.01 0.01 -0.02
C -1.073 1.200 -3.413 0.03 -0.01 -0.01
H 0.205 -0.426 -5.210 0.00 -0.01 0.00
C 0.561 4.827 -1.299 0.00 -0.03 -0.01
H -3.488 -5.139 -0.236 0.00 0.00 0.00
H -3.231 -3.397 -0.401 0.00 0.00 0.00
C 4.583 2.022 1.532 0.08 0.01 0.12
C -1.737 2.397 -5.548 0.00 0.01 0.01
C -1.680 0.668 -0.699 0.01 -0.02 0.02
C -2.059 -4.342 1.174 0.01 -0.02 -0.02
H -4.102 3.705 -2.149 0.00 0.00 -0.01
C -0.691 1.523 -4.854 0.00 0.01 -0.02
C 2.979 -2.170 3.739 -0.01 0.01 0.00
H -5.004 2.246 -2.592 0.00 0.00 0.00
H -0.662 -5.917 0.640 0.00 0.00 0.00
C -4.654 2.851 -1.752 0.02 0.00 0.00
Ca 2.508 1.229 0.164 0.02 0.05 -0.10

***

No. 3
98
Properties=species:S:1:pos:R:3:forces:R:3 method="wB97M-V/def2-TZVPD" homo_energy_ha=-0.1591 lumo_energy_ev=0.976 relative_energy_kcal_mol=5.1 energy_ha=-4995.364263 charge=-1 gap_ev=5.31
C 2.831 1.041 -2.291 -0.03 0.01 0.03
Cd -2.053 0.471 0.303 -0.40 0.46 0.38
H 3.409 0.720 4.476 0.02 0.02 -0.02
H 3.905 3.335 2.990 -0.02 -0.02 0.01
C -3.629 1.870 1.080 0.12 -0.28 -0.11
O 0.154 0.970 0.834 0.18 0.08 -0.11
C -3.140 -2.024 1.888 -0.08 0.19 -0.33
C 1.584 -1.182 -0.095 0.17 -0.09 0.02
C 0.757 -1.977 0.940 0.17 -0.08 -0.07
C -6.724 -0.336 1.120 0.02 0.01 -0.05
H 0.993 -1.661 1.963 -0.02 -0.01 -0.01
H 5.007 -0.271 3.077 0.01 0.00 0.01
H -3.208 2.488 1.871 0.01 0.08 -0.01
H 4.576 1.416 -1.084 0.06 -0.02 0.05
H 0.369 -4.051 1.392 0.00 -0.02 0.01
H 4.448 1.942 1.087 0.01 0.00 -0.03
H 2.483 1.330 -3.290 -0.01 -0.01 0.01
H -0.304 -1.781 0.792 0.02 -0.03 -0.02
Cl -5.020 -3.453 5.834 0.04 0.05 -0.09
C -6.919 -0.557 2.481 0.10 0.04 -0.01
H 0.866 -3.744 -0.258 0.00 0.01 0.06
H 3.604 3.629 -2.947 0.04 0.00 0.05
H 4.756 1.790 4.803 -0.01 -0.02 0.00
C -0.529 -1.173 -5.700 0.06 -0.12 -0.04
O -3.387 2.384 -6.651 -0.18 -0.01 0.11
C 3.008 -1.773 -0.290 -0.12 -0.03 0.12
H 0.774 1.025 -1.711 -0.04 0.04 -0.08
C 1.057 -3.464 0.784 0.13 0.05 -0.04
C 4.079 1.453 4.015 -0.02 0.00 -0.07
C -2.743 -1.515 3.155 0.03 -0.08 -0.03
O 0.363 -2.456 -7.402 -0.08 -0.01 -0.18
C 3.243 2.615 3.486 0.01 -0.07 -0.04
C 2.896 3.648 -0.915 0.00 -0.15 -0.06
H 2.584 -4.101 2.200 0.00 0.01 -0.01
C -3.308 -1.947 4.346 0.03 0.01 -0.06
C 4.880 0.795 2.873 -0.09 0.03 0.02
C -1.486 0.020 -3.870 0.04 0.04 0.08
C 1.562 2.954 -1.198 0.15 -0.08 -0.06
C -4.304 -2.921 4.348 0.03 0.01 -0.02
H 2.469 -0.013 2.290 -0.02 0.03 0.06
H 3.426 -1.924 1.818 0.01 -0.04 -0.04
C -5.017 0.864 2.926 -0.02 -0.01 0.08
H 4.873 1.506 -2.809 -0.01 0.00 -0.01
Cl -4.649 -3.688 0.419 0.00 0.03 0.10
H -7.381 -0.814 0.399 0.06 0.04 0.04
C -4.144 -3.033 1.936 -0.03 -0.01 0.06
O -2.665 -1.622 0.765 0.04 -0.31 0.51
H 1.169 3.326 -2.152 0.01 -0.01 0.01
O 1.081 -2.806 -5.411 0.06 -0.10 0.26
H -0.130 -1.620 -3.638 -0.02 0.03 0.01
O -2.297 1.231 -2.002 0.10 -0.14 -0.35
C 4.189 0.969 1.507 -0.07 -0.03 0.13
H 3.743 -0.999 -0.519 -0.04 -0.02 -0.03
C 2.669 0.887 1.695 0.02 0.22 -0.03
H 4.482 -2.902 0.821 0.02 -0.02 0.01
N 0.372 -2.237 -6.209 -0.10 0.31 0.01
H 3.001 -2.440 -1.158 -0.02 0.01 0.01
O -2.598 1.216 -8.273 -0.08 -0.13 -0.02
P 1.515 0.584 0.305 -0.29 -0.25 -0.01
C 3.447 -2.573 0.936 -0.12 -0.02 -0.01
H 1.873 2.922 1.834 0.00 -0.02 0.00
H 3.260 3.350 0.075 -0.02 0.05 -0.03
C -5.686 0.468 0.672 -0.02 0.00 0.00
C -2.169 0.827 -4.766 -0.14 0.19 -0.01
C -0.659 -0.988 -4.337 0.16 -0.19 0.04
H 2.763 3.150 4.307 0.01 0.02 -0.02
Cl -1.521 -0.283 3.144 -0.06 -0.17 0.28
O -1.016 -0.552 -1.622 -0.21 0.21 -0.22
H -3.857 2.475 0.203 -0.08 0.05 0.06
H 2.877 -4.623 0.552 0.00 -0.01 0.02
H 2.972 -0.042 -2.323 -0.01 0.06 0.00
H 5.883 1.226 2.822 0.01 0.00 0.00
H 4.565 0.214 0.818 0.00 0.02 0.01
C 4.153 1.761 -2.028 -0.14 0.08 0.01
H -4.339 1.318 3.645 -0.06 -0.04 -0.04
H 1.266 1.832 3.045 -0.03 -0.04 0.00
H 4.895 3.782 -1.758 -0.03 -0.01 0.00
C -1.204 -0.397 -6.617 0.00 -0.04 -0.24
C -6.051 0.052 3.380 0.02 0.04 0.02
H 1.037 -1.233 -1.040 -0.01 -0.05 -0.01
C 1.712 1.426 -1.312 0.12 0.28 0.16
N -2.742 1.460 -7.091 0.46 0.07 0.08
C -4.796 1.092 1.561 0.10 -0.14 0.03
C -4.713 -3.459 3.126 0.05 0.04 -0.06
H -1.099 -0.561 -7.677 0.00 0.00 -0.04
C -2.017 0.600 -6.120 -0.15 0.02 -0.10
H -7.717 -1.202 2.828 0.04 0.03 -0.01
C -1.621 0.255 -2.379 0.08 -0.09 0.05
H 2.754 4.730 -0.884 -0.01 0.00 0.00
Cl -5.954 -4.664 3.107 0.03 0.04 -0.02
C 3.947 3.277 -1.965 -0.09 -0.05 0.01
H 0.815 3.196 -0.441 -0.01 0.00 0.01
C 2.168 2.113 2.506 0.20 -0.02 0.01
H -6.175 -0.113 4.448 0.03 0.02 -0.11
C 2.522 -3.784 1.156 -0.05 0.08 -0.05
H -2.806 1.620 -4.398 0.03 -0.04 0.01
H -5.527 0.599 -0.394 -0.04 -0.01 0.02
Cl -2.785 -1.258 5.846 -0.02 0.00 -0.06